Molecular formula: C53H140N8O5
Method: DFT, ωB97M-V/def2-TZVPD

**HOMO**: -0.27571 Ha
**Orbital gap**: 8.1 eV
**Strongest force on any atom**: 3.98 eV/Å

Geometry as XYZ:
```
206
Properties=species:S:1:pos:R:3:forces:R:3:mulliken_charge:R:1
H 1.061 0.721 -0.774 0.76 0.11 0.49 0.022
C -3.745 3.662 -7.089 0.05 -0.23 0.16 -1.377
H -1.768 -5.396 0.216 -0.05 0.03 -0.11 0.267
C 4.120 -3.367 -3.115 1.40 1.59 -0.98 -0.560
H 3.399 2.786 -1.444 -0.56 0.62 -0.18 0.219
H 1.438 -6.691 3.351 0.01 -0.05 -0.07 0.311
H -3.600 0.974 0.723 -0.38 0.03 -0.04 0.399
H 0.894 -7.233 4.915 0.14 -0.38 0.16 0.356
H -4.140 0.928 -5.103 0.21 -0.06 -0.28 0.468
H 4.101 4.491 4.052 0.09 0.13 0.24 0.343
H 6.696 -0.228 4.158 -0.01 -0.06 -0.02 0.432
H 2.825 1.301 5.132 0.65 0.33 0.00 0.222
H 7.962 1.037 0.881 -0.63 -0.66 0.58 0.344
H 8.302 2.347 6.028 0.15 -0.01 -0.15 0.421
O 0.691 4.047 -1.371 -0.50 -0.05 0.58 -0.498
H 8.470 1.764 3.712 0.01 -0.24 -0.50 0.416
H -1.468 -4.441 3.377 -0.23 -0.28 -0.17 0.349
C -1.497 -6.483 6.033 0.82 -0.40 0.56 -1.162
C -3.746 2.479 4.182 -0.26 -0.88 0.50 -0.555
H -2.977 3.346 1.774 -0.05 -0.19 0.95 0.411
H -1.316 -0.153 4.549 -0.33 -0.21 0.80 0.035
C 4.163 4.915 -1.669 1.19 0.40 -1.63 -1.203
H -3.814 -7.557 -3.538 0.24 -0.04 0.12 0.404
H -2.987 -7.263 -0.835 0.25 -0.59 -0.19 0.302
H 3.185 -4.440 -4.815 0.79 0.10 -0.04 0.452
C -6.109 -7.328 0.608 0.01 0.80 0.59 -1.404
H 1.435 -0.075 7.219 -0.18 -0.16 -0.47 0.303
H -1.684 2.266 5.112 -0.65 0.32 0.59 0.397
H 4.140 5.035 -2.752 -1.02 0.44 -0.14 0.474
H -0.683 -3.642 -3.694 0.55 -0.29 0.05 0.438
N -0.607 -6.316 3.705 1.14 -0.20 -0.82 0.442
H 5.111 0.733 -2.868 -0.05 0.26 -0.05 0.132
O 4.183 2.489 4.679 -1.90 0.89 0.80 -0.787
C -5.424 3.561 -2.964 0.89 -0.30 -0.33 -1.641
H -2.372 -6.498 6.682 -0.30 -0.65 -0.37 0.427
H 3.108 -0.534 6.772 -0.07 -0.30 0.35 0.278
H 7.407 3.147 3.945 0.49 0.28 0.09 0.380
C -2.488 -4.587 0.337 -1.03 -0.18 1.12 -0.791
H 4.686 -4.081 -2.516 0.14 0.02 0.43 0.319
C -3.722 -4.714 -0.575 0.47 0.15 -1.96 -1.113
C 2.820 -2.632 -1.272 0.16 0.55 -0.70 -0.251
C 4.978 -0.467 2.875 1.34 0.81 0.42 -0.848
H 2.557 8.412 -3.090 -0.05 -0.02 0.29 0.406
C 0.232 0.890 -0.088 -0.41 0.18 -0.61 -0.666
N 3.164 5.621 -0.981 -2.74 1.78 0.27 1.047
H -1.695 2.018 3.486 -0.34 0.13 -0.59 0.326
H -4.749 5.400 -6.419 -0.23 0.65 -0.71 0.381
H 0.204 -8.583 2.163 0.10 0.20 0.20 0.240
C 0.412 -4.515 2.303 -1.16 0.63 1.46 -1.092
H 4.804 -3.030 -3.894 0.34 0.10 0.02 0.435
C -2.210 2.627 4.228 0.13 0.04 -0.75 -1.445
N 3.657 -2.165 -2.424 -2.78 -1.84 1.12 0.728
H -3.303 4.214 -7.917 0.03 0.09 -0.04 0.425
H -6.159 1.571 5.021 -0.04 0.06 0.14 0.343
H 4.034 -0.537 -1.240 -0.30 0.25 -0.28 0.455
C 3.263 5.446 0.457 -0.33 -0.17 0.49 -0.269
H 0.432 1.459 0.820 0.66 -0.45 0.14 0.465
C 0.335 4.018 -2.714 0.33 0.25 -1.37 -0.197
H 2.044 6.724 -3.283 -0.26 0.08 0.29 0.196
C -2.657 -0.287 -4.016 0.16 0.54 -2.26 -0.495
H -7.324 0.717 4.073 0.07 -0.26 -0.14 0.396
H -1.892 -2.450 -5.311 -0.19 0.37 -0.16 0.490
H 4.233 5.855 0.739 0.14 0.60 0.67 0.467
N -1.339 -0.513 -4.648 -0.55 0.62 -0.37 0.012
C -3.908 -7.081 -1.388 -0.26 1.24 0.07 -0.195
H -0.165 -0.101 0.133 -0.15 0.12 0.29 0.191
H 3.793 7.776 -0.907 0.75 -0.41 0.04 0.383
H 5.358 -1.580 -1.473 0.90 0.38 -0.05 0.228
C -1.023 -1.925 -4.915 -0.44 0.84 1.83 -0.894
H -7.168 6.039 -6.380 -0.09 0.76 0.31 0.267
H -6.072 0.919 2.117 1.01 -0.33 -0.38 0.333
H 1.711 0.977 -4.781 -0.05 0.09 -0.07 0.416
H 0.812 -0.084 -5.907 0.04 0.30 -0.07 0.359
H -4.469 -8.007 -1.513 -0.55 0.33 1.20 0.331
H -0.057 0.031 -3.010 -0.04 -0.11 0.34 0.079
C -5.041 4.377 -6.657 1.83 -0.41 0.09 -0.538
H 1.840 7.014 1.298 0.26 0.05 -0.45 0.440
C 2.076 5.950 1.319 0.20 0.09 0.58 -1.491
C 6.239 2.204 1.935 2.70 1.01 0.25 -0.621
H -1.349 -2.414 -2.744 -0.18 0.64 -0.23 0.278
H 4.553 -0.595 3.871 -0.59 -0.30 -0.39 0.150
H -1.968 3.676 4.060 0.38 -0.09 0.01 0.385
N -5.660 3.855 -5.453 -0.20 -0.77 -0.45 0.294
H 4.435 0.317 2.346 -0.36 -0.42 -0.13 0.024
H -3.616 1.543 -3.596 0.04 0.59 -0.08 -0.083
H 4.239 -0.220 -4.038 0.00 -0.45 0.16 0.263
C -0.473 -4.848 3.556 0.42 -1.83 -0.62 -0.795
H -4.298 -5.912 -3.160 0.30 0.15 -0.09 0.333
H -7.037 6.098 -4.544 0.19 0.21 -0.28 0.255
H 0.841 3.205 -3.235 -0.64 -0.78 0.06 0.080
H 1.478 4.588 -1.272 0.75 0.50 0.23 -0.070
H 0.918 -0.326 4.686 0.49 0.28 -0.01 0.301
H 5.013 2.207 4.289 0.82 -0.40 -0.94 0.285
H -6.360 2.412 2.757 -0.18 0.70 0.20 0.386
H -1.988 -3.624 0.234 -0.02 -0.03 -0.56 0.427
H -6.990 -7.078 0.016 0.23 -0.03 -0.49 0.314
C 7.573 2.028 1.111 -0.98 -0.91 -0.98 -1.590
H 1.168 -9.196 3.577 0.78 0.01 -0.75 0.432
C 7.474 1.808 5.567 -0.45 -0.05 0.36 -1.378
H -4.650 3.479 -2.201 0.21 0.42 0.02 0.304
H 7.190 -0.178 2.506 -0.14 -0.14 -0.40 0.360
N 6.333 1.602 3.264 0.13 -1.50 0.77 1.072
H -3.388 -0.947 -4.484 0.42 -0.82 0.31 0.418
N -4.561 -5.910 -0.664 0.65 -0.27 -0.76 0.162
C 0.616 -7.192 3.862 -1.50 1.83 -0.74 -0.389
H -1.083 -5.509 6.294 0.24 0.23 -0.59 0.251
H 3.465 -4.480 -0.571 0.25 -0.20 0.97 0.432
H -0.749 4.064 -2.825 0.01 -0.60 -0.03 0.255
C 3.580 3.542 3.923 0.47 -0.19 -0.11 -0.687
H -4.499 -3.959 -0.455 0.62 0.65 0.38 0.386
H -2.573 1.758 -5.023 0.19 -0.34 0.13 -0.055
H -4.016 1.814 5.002 -0.16 -0.20 -0.14 0.423
H -4.989 2.043 0.099 -0.18 -0.89 0.06 0.361
H -5.049 5.299 -4.016 0.20 0.65 -0.38 0.447
C -3.984 1.973 0.516 -0.13 1.07 -0.68 -0.960
H -2.717 -0.419 -2.936 0.30 0.15 0.20 0.185
O -0.737 1.605 -0.818 -1.14 -0.12 -0.30 -0.149
H 1.468 -4.442 2.562 -0.08 0.11 -0.31 0.566
H 0.344 -2.229 -3.285 -0.03 -0.20 0.28 -0.436
C -0.860 -1.134 4.418 0.67 0.64 -2.34 -0.337
H 4.835 3.164 -0.598 0.39 -0.15 -0.18 -0.166
C -0.255 0.306 -4.046 0.22 -1.10 -0.81 0.706
C 2.817 7.375 -2.876 0.41 -0.70 1.27 -1.193
H -2.563 -6.193 4.240 -0.24 -0.04 -0.35 0.269
H 7.302 2.308 0.093 0.53 0.92 -0.06 0.390
H 3.598 3.340 2.852 -0.06 -0.25 -0.16 0.063
C -4.886 4.251 -4.266 -1.79 -0.25 0.94 -0.576
H 4.802 3.104 -2.413 0.37 -0.41 0.38 0.399
H 5.048 -1.392 2.305 -0.27 0.06 0.13 0.325
C -5.745 1.534 2.955 0.89 1.66 -1.73 -0.373
H 1.625 -0.745 -4.505 -0.01 -0.09 0.11 0.063
O 0.521 -0.895 4.023 -1.37 -1.10 0.64 -0.212
C -7.097 4.149 -5.470 -0.37 -0.39 1.51 -0.828
H -4.365 -6.393 1.409 0.80 -0.31 -0.02 0.166
H 0.216 -5.190 1.470 0.13 -0.31 0.35 0.219
H -0.236 -2.004 -5.665 0.15 -0.06 0.21 0.325
H 5.960 -0.569 -3.543 -0.20 -0.27 -0.50 0.397
H -5.599 4.262 -7.586 -0.95 0.52 0.53 0.454
H -0.399 -9.134 3.763 -0.82 0.52 -0.25 0.356
C 3.032 7.103 -1.303 -1.09 -0.98 -1.92 -0.687
H 6.577 2.215 6.033 -0.17 -0.20 -0.01 0.249
H -3.815 4.159 -4.452 -0.20 -0.53 0.08 0.448
H -5.658 -5.391 1.162 0.11 1.12 -1.03 0.367
H 3.389 4.389 0.692 -0.26 -0.22 -0.25 -0.006
H -3.285 -4.583 -1.565 -0.35 0.31 -0.34 0.376
H -0.484 2.531 -0.854 0.35 0.12 0.07 0.138
H -6.242 4.131 -2.522 -0.08 -0.07 -0.15 0.517
C -7.477 5.623 -5.421 -0.11 -0.64 -0.72 -1.024
H -5.726 -0.007 4.458 -0.09 -0.20 -0.23 0.331
H 8.470 2.482 1.531 -0.50 0.81 -0.12 0.341
H -4.208 3.429 4.450 -0.07 0.48 0.00 0.342
C 7.490 2.068 4.077 -0.51 1.20 -0.75 -0.452
H -7.593 3.562 -6.243 0.37 0.46 -0.73 0.476
C -3.952 2.859 1.766 -1.00 -2.06 -0.03 -0.737
C -0.654 -2.559 -3.572 0.43 -1.28 -0.54 -0.211
H -0.209 -4.419 4.523 0.84 0.57 -0.14 0.280
O 2.192 0.631 5.401 -1.16 -0.07 -0.28 -0.421
H -7.641 3.730 -4.623 0.69 -0.43 0.64 0.378
C 2.354 0.251 6.733 1.00 0.22 0.67 -0.845
C -3.241 1.070 -4.504 -0.48 0.10 1.50 -0.547
H 4.622 -3.144 -0.252 0.18 -0.32 0.18 0.280
H 2.038 -3.311 -1.612 -0.25 0.46 -0.43 0.282
C -6.254 0.901 4.166 -0.10 -0.26 2.10 -1.453
H 1.127 5.423 1.227 0.13 -0.22 -0.81 0.269
H 2.125 7.420 -0.788 -0.07 -0.06 -0.20 0.309
C 6.383 0.123 3.174 -0.44 0.14 0.40 -0.683
N -4.296 1.945 2.924 0.82 0.32 -0.03 0.324
C 4.958 -0.287 -3.221 1.03 0.89 0.87 -1.187
C 4.287 3.416 -1.505 0.48 -0.31 0.53 -0.651
H -3.380 2.393 -0.289 0.33 0.04 0.09 0.104
H 0.700 4.838 -3.332 0.11 0.80 0.48 0.104
H 6.221 3.286 2.062 -0.11 0.29 0.39 0.264
C -3.623 -6.717 -2.870 0.30 0.19 1.14 -1.270
H -2.978 3.562 -6.321 -0.10 0.11 0.09 0.224
H 7.592 0.761 5.844 -0.11 -0.02 -0.07 0.348
H -2.808 -4.567 1.379 0.11 -0.32 0.25 0.269
H 5.084 5.473 -1.501 1.10 -0.56 0.56 0.577
H -0.024 -3.564 1.997 0.79 0.39 -0.25 0.227
C 3.578 -3.453 -0.224 0.09 1.13 -0.56 -1.343
H 2.719 1.078 7.343 0.09 0.17 0.06 0.316
H -1.101 -1.915 5.139 0.57 0.33 0.59 0.294
H -1.856 -7.791 4.278 -0.22 -0.07 0.57 0.447
H 2.596 -4.913 -3.305 0.01 -0.01 0.41 0.331
H 5.313 2.063 1.378 0.15 -1.02 0.14 0.285
H -4.743 3.604 1.678 0.03 0.49 0.04 0.317
H -0.755 -7.208 6.366 -0.13 -0.05 0.62 0.273
H -6.523 -7.383 1.615 0.17 -0.40 0.22 0.425
H -3.965 2.661 -7.459 -0.04 -0.08 0.10 0.328
H -8.559 5.680 -5.302 -0.04 0.21 -0.20 0.412
H -1.313 -1.486 3.491 -0.21 -0.16 -0.09 0.130
H 2.143 -3.400 -4.001 0.12 0.36 0.29 0.074
H 3.193 -3.163 0.753 -0.09 -0.84 0.13 0.232
C -1.673 -6.748 4.536 -1.27 0.89 0.24 -0.702
H 2.280 5.784 2.377 0.55 -0.11 0.09 0.405
H -5.715 2.517 -3.079 -0.29 0.09 -0.48 0.416
C 3.005 -4.041 -3.817 -2.03 -1.26 -0.87 -1.077
H 3.689 7.136 -3.485 0.29 0.12 0.28 0.310
H 2.538 3.679 4.211 0.08 -0.20 0.20 0.480
H -2.569 -6.442 -2.863 -0.12 0.33 -0.90 0.222
H 2.348 -1.730 -0.884 -0.08 -0.12 0.30 0.003
C 1.053 0.111 -4.862 -0.49 0.10 0.37 -1.426
C -5.081 -6.145 0.626 -1.88 -3.25 1.32 -0.353
C 4.534 -1.116 -2.016 0.29 -0.74 -0.40 -0.539
C 0.358 -8.548 3.242 0.58 -1.04 1.28 -1.307
H -0.557 1.352 -3.997 -0.15 -0.06 -0.31 -0.172
H -5.704 -8.297 0.317 -0.02 0.14 0.04 0.369
```
Positions in Å, forces in eV/Å.